This record from the Open Molecules 2025 dataset describes a molecular structure, C7H13NO in a non-equilibrium geometry. The level of theory is wB97M-V/def2-TZVPD.

Structure (XYZ):
```
22
Properties=species:S:1:pos:R:3:forces:R:3
C 2.7151 0.6332 0.7771 4.0 -1.3 1.8
C 1.2141 0.4595 0.6629 -1.5 -3.5 -1.6
C 0.6407 -0.6172 1.5854 -2.3 3.7 -1.3
C -0.6848 -0.1480 -0.1796 1.2 2.6 -0.9
C -1.9926 -0.3649 -0.9678 -1.2 -3.0 2.0
C -0.2536 1.1803 0.5180 3.8 2.6 -2.6
C 0.7652 -0.3416 -0.7374 -1.0 5.0 -0.9
H 3.2062 -0.5054 0.9431 -1.5 2.6 -1.4
H 3.3621 1.2038 0.0377 -1.5 -1.0 0.1
H 3.3030 0.9737 1.7134 -2.1 0.3 -0.6
H 1.1091 -1.4560 1.6603 3.7 -5.1 0.3
H 0.4121 -0.3158 2.5817 -0.4 0.7 0.8
H -3.0532 0.0536 -0.6259 2.3 -1.5 1.2
H -1.9951 -1.5638 -1.1036 -0.3 2.4 0.6
H -2.7324 -0.5249 -2.9912 2.9 3.6 2.9
H -0.8438 0.3669 -2.6418 -4.7 -0.5 1.4
H 0.0772 2.1669 -0.0691 -1.9 -2.0 1.0
H -0.6390 1.2863 1.5000 -0.8 0.8 0.6
H 0.9196 0.3519 -1.6022 0.2 -0.1 0.7
H 1.0510 -1.2599 -1.1233 0.7 -2.2 0.2
N -2.0416 0.3264 -2.1614 2.6 -1.3 -8.1
O -0.5388 -0.9838 0.8624 -2.2 -2.7 3.5
```
Positions in Å, forces in eV/Å.

Computed properties:
gap between HOMO and LUMO = 0.3594 hartree
max |F| = 8.6 eV Å⁻¹
energy above the lowest of the compared OMol25 structures with the same formula, charge and spin = 7.834 eV
HOMO energy = -9.087 eV
total energy = -404.23957 Eh

These are the natural (NBO) partial charges, in e, on atoms 1 to 4: number 1, C, carries -0.65; number 2, C, carries -0.05; number 3, C, carries -0.07; number 4, C, carries 0.23

=====

This record from the Open Molecules 2025 dataset describes a single C7H13NOS molecule in a non-equilibrium geometry. The level of theory is wB97M-V/def2-TZVPD.

Structure (XYZ):
```
23
Properties=species:S:1:pos:R:3:forces:R:3
C -3.4488 0.1237 -0.8423 0.6 4.2 -0.2
C 1.6531 -0.9794 0.7798 1.8 -1.6 2.4
C 0.7310 -1.1271 -1.5235 -3.4 -3.6 4.0
C -0.6727 0.0782 0.5596 2.9 -2.6 -0.2
C 1.5626 -0.3946 -0.5620 0.3 0.0 -0.7
C 0.8936 0.2939 0.6562 -0.8 -1.6 -0.4
C 1.4591 1.5377 1.2818 -2.6 1.7 -1.7
N -0.9705 -0.9177 -0.4903 1.3 0.1 -3.0
O -1.2556 1.1192 -1.9772 -0.3 1.2 -0.5
S -2.0114 -0.0340 -1.5563 2.6 -0.9 1.2
H -3.8580 1.2057 -0.9992 0.7 -2.2 0.3
H -3.9726 -0.6710 -1.2006 -2.2 -2.2 -0.4
H 1.1485 -1.9372 0.9432 -0.3 0.4 -0.2
H 2.6128 -1.0433 1.4119 -1.3 0.7 -1.3
H 0.7219 -0.9105 -2.5472 -0.4 1.0 -1.3
H 0.6700 -2.3248 -1.3907 0.5 2.9 -0.3
H -1.1256 -0.3957 1.4143 0.1 0.6 0.8
H -1.0756 0.9463 0.2168 -1.2 3.0 0.2
H 2.4282 -0.0151 -1.0723 0.4 0.7 0.4
H 0.5740 2.2630 1.2265 1.4 -0.5 0.2
H 2.2492 1.9805 0.6850 0.2 -0.1 0.0
H 1.7388 1.5012 2.2967 0.4 -0.5 1.2
H -1.8738 -0.9405 -2.5335 -0.5 -0.5 -0.4
```
Positions in Å, forces in eV/Å.

Computed properties:
gap between HOMO and LUMO = 0.3301 hartree
max |F| = 6.4 eV Å⁻¹
energy above the lowest of the compared OMol25 structures with the same formula, charge and spin = 6.813 eV
HOMO energy = -8.377 eV
total energy = -802.44345 Eh

These are the natural (NBO) partial charges, in e, on atoms 1 to 4: number 1, C, carries -1.08; number 2, C, carries -0.41; number 3, C, carries -0.14; number 4, C, carries -0.27

=====

This record from the Open Molecules 2025 dataset describes 2 unconnected molecules or ions with the total composition C7H13NOS3. The level of theory is wB97M-V/def2-TZVPD.

Structure (XYZ):
```
25
Properties=species:S:1:pos:R:3:forces:R:3
C -0.9875 -0.3926 1.7812 -0.2 0.2 0.3
C -1.9136 -0.9852 0.7197 0.1 0.1 -0.1
S -2.7084 -2.4569 1.4466 0.0 0.0 -0.1
C -1.1239 -1.3014 -0.5527 -0.1 0.0 0.0
S -2.1125 -1.8692 -1.9676 0.0 0.0 0.1
H -1.5397 -0.1478 2.6933 0.0 -0.1 -0.1
H -0.5223 0.5255 1.4084 -0.3 -0.4 0.3
H -0.1939 -1.1009 2.0426 -0.2 0.2 -0.1
H -2.6954 -0.2552 0.4825 0.0 -0.1 0.0
H -3.3637 -2.8404 0.3393 0.0 0.0 0.0
H -0.4097 -2.1076 -0.3523 -0.1 0.2 -0.1
H -0.5499 -0.4191 -0.8535 -0.3 -0.5 0.0
H -2.7565 -0.7113 -2.1787 0.0 0.0 0.0
N 0.0935 2.6886 -0.8209 0.0 -0.1 -0.1
C 1.1857 1.8469 -0.7008 0.2 0.2 -0.2
C 2.4989 1.9609 -1.0489 -0.1 0.1 0.0
C 3.1242 0.7716 -0.5572 -0.1 -0.1 0.1
C 2.1602 0.0280 0.0403 0.4 -0.1 0.0
S 2.1713 -1.5619 0.7506 0.3 0.0 -0.1
O 0.9505 0.6915 -0.0521 0.6 0.6 -0.2
H 0.1943 3.3674 -1.5616 0.0 0.0 0.1
H -0.7842 2.1919 -0.8890 0.0 0.1 0.0
H 2.9610 2.7830 -1.5762 -0.1 -0.1 0.1
H 4.1675 0.4964 -0.6403 -0.2 0.0 0.0
H 2.1541 -1.2021 2.0474 0.0 0.0 -0.1
```
Positions in Å, forces in eV/Å.

Computed properties:
gap between HOMO and LUMO = 0.3201 hartree
max |F| = 0.9 eV Å⁻¹
SMILES string = C[C@H](S)CS.Nc1ccc(S)o1
energy above the lowest of the compared OMol25 structures with the same formula, charge and spin = 0.008 eV
HOMO energy = -8.217 eV
total energy = -1599.04939 Eh

These are the natural (NBO) partial charges, in e, on atoms 1 to 4: number 1, C, carries -0.63; number 2, C, carries -0.33; number 3, S, carries -0.06; number 4, C, carries -0.54

=====

This record from the Open Molecules 2025 dataset describes a single C7H13NS molecule in a non-equilibrium geometry. The level of theory is wB97M-V/def2-TZVPD.

Structure (XYZ):
```
22
Properties=species:S:1:pos:R:3:forces:R:3
C -1.0364 0.9929 0.4029 -1.1 0.0 -1.4
C -1.8522 2.0352 0.6683 -1.2 1.8 0.7
C 0.4906 0.9124 0.2695 -1.0 -1.1 -0.1
C 0.5375 -0.3542 -0.5625 5.1 -0.4 1.3
C 1.1806 2.0677 -0.3841 0.7 -0.9 -0.5
C 0.4978 -2.6007 0.7799 1.7 0.7 0.6
C 1.2415 -1.6642 -0.1734 0.3 2.2 0.8
N -1.3838 -0.3091 0.0251 -3.2 0.6 1.8
S -2.5549 -1.1007 -0.7792 0.3 -0.9 2.2
H -2.9780 2.0217 0.8059 1.5 -0.8 -0.6
H -1.5359 3.1085 0.9132 0.3 -1.9 -0.3
H 0.9502 0.7589 1.2357 0.0 -0.2 0.5
H 0.3320 -0.1688 -1.5743 -0.4 -0.1 -1.4
H 0.7325 2.3782 -1.3007 -0.2 -0.2 -1.0
H 2.1973 1.6936 -0.5157 0.1 0.4 -0.5
H 1.2494 2.9545 0.1645 0.0 1.3 1.4
H 0.8836 -3.5906 0.4965 -0.1 0.0 1.1
H -0.5226 -2.5636 0.5644 -1.7 -0.1 -0.3
H 0.6273 -2.2332 1.8282 0.0 -1.0 -0.6
H 1.2745 -2.1899 -1.0706 0.5 -1.0 -1.8
H 2.3308 -1.5107 0.1831 -1.5 -0.1 -0.4
H -2.6620 -0.6379 -1.9766 -0.2 1.6 -1.6
```
Positions in Å, forces in eV/Å.

Computed properties:
gap between HOMO and LUMO (alpha / beta) = 0.2333 / 0.2409 hartree
multiplicity = 3
max |F| = 5.3 eV Å⁻¹
energy above the lowest of the compared OMol25 structures with the same formula, charge and spin = 1.350 eV
HOMO energy (alpha / beta) = -5.673 / -8.415 eV
total energy = -727.21705 Eh

These are the natural (NBO) partial charges, in e, on atoms 1 to 4: number 1, C, carries 0.14; number 2, C, carries -0.43; number 3, C, carries -0.32; number 4, C, carries -0.08

=====

This record from the Open Molecules 2025 dataset describes a single C7H13NSi molecule in a non-equilibrium geometry. The level of theory is wB97M-V/def2-TZVPD.

Structure (XYZ):
```
22
Properties=species:S:1:pos:R:3:forces:R:3
C -1.9453 -0.8266 -0.5364 -0.1 1.8 -0.4
Si -0.5464 0.4755 -0.6025 0.7 -2.2 0.7
C 0.2160 0.5562 -2.2642 1.8 -0.6 1.4
C -1.3456 1.9993 -0.2545 0.3 2.2 2.0
N 0.6588 -0.0969 0.6296 2.2 0.8 -2.1
C 2.0837 -0.2264 0.5945 0.3 1.3 -1.1
C 2.5317 -1.0621 1.5836 -0.9 1.2 -0.1
C 1.3676 -1.3917 2.3183 0.2 -0.8 0.4
C 0.2919 -0.8456 1.6524 -1.4 -2.2 2.8
H -1.6098 -1.8267 -0.4862 0.2 -1.2 0.5
H -2.7557 -0.5369 0.1470 0.6 -0.5 0.5
H -2.4888 -0.7332 -1.4669 0.0 0.0 -0.8
H 1.3200 0.6712 -2.0730 -0.9 -0.8 -0.5
H -0.1280 -0.4326 -2.5644 0.7 0.1 -1.2
H -0.0312 1.4007 -2.8588 -0.8 0.3 -0.7
H -1.2330 2.6148 -1.1165 0.0 0.7 -0.6
H -0.9732 2.5768 0.6497 -0.9 -0.8 -1.0
H -2.3542 1.6367 -0.2170 -0.9 0.7 0.5
H 2.7370 0.4571 0.0084 -0.9 -0.8 0.1
H 3.5676 -1.2782 1.7901 -0.1 0.0 0.1
H 1.3857 -1.9813 3.2336 -0.4 0.0 -0.4
H -0.7489 -1.1501 1.8331 0.5 0.6 0.0
```
Positions in Å, forces in eV/Å.

Computed properties:
gap between HOMO and LUMO = 0.3225 hartree
max |F| = 3.8 eV Å⁻¹
SMILES string = C[Si](C)(C)n1cccc1
energy above the lowest of the compared OMol25 structures with the same formula, charge and spin = 1.153 eV
HOMO energy = -7.933 eV
total energy = -618.77120 Eh

These are the natural (NBO) partial charges, in e, on atoms 1 to 4: number 1, C, carries -1.12; number 2, Si, carries 1.84; number 3, C, carries -1.15; number 4, C, carries -1.19

=====

This record from the Open Molecules 2025 dataset describes 2 unconnected molecules or ions with the total composition C7H13NSi in a non-equilibrium geometry. The level of theory is wB97M-V/def2-TZVPD.

Structure (XYZ):
```
22
Properties=species:S:1:pos:R:3:forces:R:3
C 1.9879 1.1850 0.5446 1.7 1.7 -1.4
C 2.4557 -1.5171 -0.6216 -0.7 -0.5 0.7
C 1.4919 -1.2513 0.2335 -0.6 1.7 1.8
C -2.0366 -0.6825 0.9287 -1.7 -0.3 -1.2
C -1.2580 2.1066 0.2798 0.1 -1.0 1.5
C -0.5204 -0.3011 -1.8137 0.4 -0.7 0.6
C 1.0117 0.1688 0.5246 -1.8 -1.1 4.8
N 2.8444 1.9722 0.4830 -1.1 -0.9 0.2
Si -0.8830 0.2993 -0.0642 3.2 2.0 -1.4
H 2.6759 -2.5502 -0.7532 0.6 -0.5 -0.5
H 2.9496 -0.7132 -1.1169 0.5 0.2 -0.4
H 0.9318 -1.9217 0.8986 0.5 -0.4 -0.8
H -2.2435 -1.7100 0.8489 0.9 -1.9 -1.0
H -1.8640 -0.6515 1.9527 0.1 1.0 2.0
H -3.0691 -0.4174 0.6403 0.2 0.9 0.6
H -1.5345 1.9257 1.3543 0.2 0.8 -0.6
H -0.5878 2.9652 0.1994 0.4 -0.6 0.0
H -2.1488 2.3875 -0.1992 -1.5 0.4 -0.7
H 0.5462 -0.3370 -2.0353 0.2 0.7 0.3
H -0.6401 -1.3662 -1.6370 -0.6 -0.5 -0.5
H -0.9657 0.0226 -2.7299 -0.9 0.2 -0.2
H 0.8564 0.3863 2.0825 0.1 -1.1 -3.7
```
Positions in Å, forces in eV/Å.

Computed properties:
gap between HOMO and LUMO = 0.3538 hartree
max |F| = 5.2 eV Å⁻¹
energy above the lowest of the compared OMol25 structures with the same formula, charge and spin = 4.325 eV
HOMO energy = -9.281 eV
total energy = -618.65463 Eh

These are the natural (NBO) partial charges, in e, on atoms 1 to 4: number 1, C, carries 0.24; number 2, C, carries -0.40; number 3, C, carries -0.21; number 4, C, carries -1.18